Record 1
{
  "formula": "C15H24Cl2N3O3OsSSi",
  "method": "wB97M-V/def2-TZVPD",
  "elements": ["Os", "O", "C", "O", "C", "C", "C", "C", "C", "N", "H", "H", "H", "H", "Cl", "C", "Cl", "H", "H", "C", "Si", "C", "C", "H", "H", "H", "H", "H", "H", "H", "H", "H", "O", "S", "N", "C", "C", "C", "C", "C", "N", "H", "H", "H", "H", "H", "H", "H", "H", "H"],
  "positions_angstrom": [[0.90075, 0.06419, 0.15873], [-2.42422, 0.51089, 2.96325], [-1.47736, 0.63982, 2.24325], [-0.36663, -0.10735, 2.30321], [-1.38773, 1.70329, 1.18718], [-2.19699, 2.81500, 1.30986], [-2.06265, 3.84833, 0.39863], [-1.12599, 3.72253, -0.61239], [-0.36512, 2.57402, -0.68419], [-0.49259, 1.56328, 0.19233], [-2.90089, 2.85205, 2.12838], [-2.66901, 4.73951, 0.48438], [-0.97181, 4.50818, -1.33779], [0.38360, 2.44488, -1.45010], [0.70705, -2.83879, 0.00465], [1.96559, -4.12219, 0.14297], [3.19580, -3.68737, 1.30666], [2.41259, -4.22830, -0.83722], [1.45889, -5.02458, 0.46259], [1.92224, -1.03544, 3.59393], [0.08083, -1.01218, 3.76967], [-0.41591, -0.03105, 5.24617], [-0.78111, -2.63036, 3.65084], [2.36169, -1.91278, 4.07244], [2.33988, -0.14881, 4.07600], [2.25813, -1.04003, 2.55379], [0.05445, -0.47332, 6.12844], [-1.49404, -0.02550, 5.39788], [-0.07274, 1.00316, 5.17268], [-0.54758, -3.25047, 4.51904], [-0.50996, -3.18567, 2.75240], [-1.86060, -2.46407, 3.64224], [1.82838, 2.89574, 1.34039], [2.99100, 2.09671, 0.94797], [2.72137, 0.74850, 0.30842], [1.12832, -0.13612, -5.09801], [-0.19418, -0.10338, -4.31833], [-1.04588, -1.33970, -4.63568], [-0.97113, 1.18411, -4.62117], [0.13598, -0.12053, -2.87849], [0.40490, -0.14010, -1.76220], [0.90518, -0.03790, -6.16005], [1.65674, -1.07534, -4.93822], [1.78348, 0.68421, -4.80541], [-1.23661, -1.36024, -5.70844], [-2.00333, -1.30474, -4.11626], [-0.53040, -2.25860, -4.35854], [-1.25711, 1.17415, -5.67262], [-0.35795, 2.06831, -4.44404], [-1.87732, 1.25403, -4.01921]],
  "forces_ev_per_a": [[-2.2, -0.5, 0.0], [0.0, 0.0, 0.0], [0.1, 0.1, -0.2], [0.5, -0.1, 0.3], [-0.1, -0.2, 0.0], [-0.1, 0.0, -0.1], [0.0, 0.0, 0.0], [-0.1, -0.1, 0.0], [-0.2, 0.0, -0.1], [0.8, 0.6, 0.4], [0.0, 0.0, 0.0], [0.0, 0.0, 0.0], [0.0, 0.0, 0.0], [0.1, 0.0, 0.0], [0.3, -0.4, 0.0], [-0.1, 0.0, 0.0], [0.1, 0.0, 0.0], [0.0, 0.0, 0.0], [0.0, 0.0, 0.0], [0.1, 0.0, 0.0], [0.0, 0.1, -0.2], [-0.1, 0.1, 0.1], [-0.1, -0.2, -0.1], [0.0, 0.0, 0.0], [0.0, 0.0, 0.0], [0.0, -0.1, 0.0], [0.0, 0.0, 0.0], [0.0, 0.0, 0.0], [0.0, 0.0, 0.0], [0.0, 0.0, 0.0], [0.0, 0.0, 0.0], [0.0, 0.0, 0.0], [0.0, 0.1, -0.1], [0.4, -0.2, 0.2], [-0.5, 0.4, -0.3], [0.0, 0.0, 0.0], [0.0, 0.0, 0.1], [0.0, 0.0, 0.0], [0.0, 0.0, 0.0], [-0.2, -0.2, 0.0], [1.3, 0.5, 0.0], [0.0, 0.0, 0.0], [0.0, 0.0, 0.0], [0.0, 0.0, 0.0], [0.0, 0.0, 0.0], [0.0, 0.0, 0.0], [0.0, 0.0, 0.0], [0.0, 0.0, 0.0], [0.0, 0.0, 0.0], [0.0, 0.0, 0.0]],
  "nbo_charge": [0.971, -0.533, 0.777, -0.861, 0.088, -0.180, -0.127, -0.219, 0.083, -0.400, 0.261, 0.243, 0.244, 0.222, -0.065, -0.377, 0.020, 0.233, 0.236, -1.160, 1.884, -1.160, -1.165, 0.263, 0.256, 0.242, 0.259, 0.267, 0.254, 0.260, 0.249, 0.262, -0.935, 1.367, -0.937, -0.590, -0.155, -0.590, -0.591, 0.488, -0.423, 0.232, 0.226, 0.225, 0.232, 0.224, 0.224, 0.234, 0.220, 0.222],
  "e_lumo_ev": [-3.78, -3.78],
  "homo_energy_ev": [-10.69, -10.69],
  "total_charge": 1,
  "de_lowest_kcal_mol": 26.0
}


Record 2
{
  "formula": "C6H10N3O",
  "method": "wB97M-V/def2-TZVPD",
  "elements": ["C", "C", "C", "C", "C", "C", "N", "N", "N", "O", "H", "H", "H", "H", "H", "H", "H", "H", "H", "H"],
  "positions_angstrom": [[-1.53655, -0.50397, 0.45251], [0.12034, 1.47237, 0.40537], [-2.41534, 0.45294, -0.14657], [-1.47096, -1.76057, -0.07055], [1.28200, 0.92230, 0.29824], [2.07562, 0.80862, -0.95973], [-0.90481, 2.20041, 0.50538], [-2.19119, 1.78648, 0.36514], [-0.76883, -2.77300, 0.43571], [-3.27818, 0.29807, -0.96686], [-1.08866, -0.28498, 1.40663], [-1.97560, -1.94706, -1.01012], [1.71646, 0.43108, 1.16331], [3.08709, 1.16561, -0.77489], [1.63359, 1.37079, -1.77538], [2.14153, -0.24033, -1.24264], [-0.80200, 3.18681, 0.76621], [-2.84729, 2.48904, 0.03447], [-0.37815, -2.70182, 1.36192], [-0.83912, -3.69207, 0.03914]],
  "forces_ev_per_a": [[-0.5, -1.1, 0.0], [0.4, 0.9, -0.1], [0.1, 0.3, 0.1], [0.0, 0.5, -0.1], [0.2, -0.1, 0.2], [0.0, 0.2, -0.3], [1.0, 0.2, 0.0], [-1.3, -0.4, 0.0], [0.0, -0.1, 0.2], [-0.2, 0.0, -0.1], [0.1, 0.0, 0.2], [-0.1, -0.1, 0.0], [-0.2, 0.1, 0.2], [0.0, 0.0, 0.0], [0.0, 0.0, -0.1], [0.0, -0.1, 0.0], [0.0, -0.3, 0.0], [0.4, 0.0, -0.1], [0.0, -0.1, -0.1], [0.0, -0.1, 0.0]],
  "nbo_charge": [-0.534, 0.382, 0.634, 0.167, -0.174, -0.631, -0.271, -0.461, -0.739, -0.532, 0.213, 0.234, 0.270, 0.256, 0.238, 0.254, 0.451, 0.425, 0.400, 0.418],
  "e_lumo_ev": -3.93,
  "homo_energy_ev": -12.34,
  "smiles": "CC=C=[NH+]NC(=O)/C=C/N",
  "total_charge": 1,
  "de_lowest_kcal_mol": 95.1
}


Record 3
{
  "formula": "C4H11N2O",
  "method": "wB97M-V/def2-TZVPD",
  "elements": ["N", "C", "C", "C", "O", "C", "N", "H", "H", "H", "H", "H", "H", "H", "H", "H", "H", "H"],
  "positions_angstrom": [[-1.46186, 0.78273, -1.38499], [-0.28243, 0.41519, -0.44220], [0.91146, -0.38435, -0.99243], [1.88982, -0.77480, 0.14021], [2.34957, 0.15516, 0.97453], [-1.11360, -0.43888, 0.56238], [-2.17871, 0.29848, 1.25667], [-0.55474, 1.38317, -1.34972], [-1.30242, 0.35558, -2.30389], [0.30007, 1.07413, 0.22000], [1.57030, 0.14106, -1.68862], [0.61727, -1.34864, -1.41719], [2.69000, -1.42147, -0.27680], [1.45120, -1.62435, 0.71942], [-0.54910, -0.82947, 1.41651], [-1.57965, -1.23338, -0.01937], [-2.55436, 0.83576, 0.47359], [-1.85136, 0.97800, 1.93074]],
  "forces_ev_per_a": [[3.4, 2.3, -0.3], [-0.1, -5.5, 2.9], [0.4, -0.6, 0.4], [-0.6, -1.3, -0.4], [0.0, 0.1, 0.0], [0.7, 0.1, 1.9], [-0.3, 0.2, -1.6], [-2.4, 2.5, -2.5], [0.1, -0.4, 0.4], [-1.1, 1.6, -0.6], [-0.6, 0.3, -0.4], [-0.2, 0.2, -0.3], [0.4, 0.5, -0.1], [-0.2, 0.5, 0.4], [0.4, -0.5, -0.5], [0.1, -0.2, 0.1], [-0.7, 0.2, 0.5], [0.4, -0.1, 0.0]],
  "nbo_charge": [-0.841, -0.202, -0.444, -0.142, -0.294, -0.200, -0.829, 0.400, 0.356, 0.232, 0.214, 0.208, 0.219, 0.241, 0.178, 0.187, 0.370, 0.347],
  "e_lumo_ev": [0.88, -1.86],
  "homo_energy_ev": [-9.09, -9.08],
  "total_charge": 0,
  "de_lowest_kcal_mol": 87.4,
  "multiplicity": 2
}


Record 4
{
  "formula": "C10H27I2OP2PdSi",
  "method": "wB97M-V/def2-TZVPD",
  "elements": ["I", "I", "Pd", "P", "C", "C", "H", "H", "H", "H", "H", "H", "C", "H", "H", "H", "P", "C", "C", "H", "H", "H", "C", "H", "H", "H", "H", "H", "H", "C", "O", "C", "Si", "C", "C", "H", "H", "H", "H", "H", "H", "H", "H", "H"],
  "positions_angstrom": [[0.00140, -1.32740, -6.37480], [0.00140, 1.35380, -6.47400], [0.00000, 0.00000, 0.00000], [-2.31340, 0.01130, 0.14250], [-3.26400, -0.05510, -1.42250], [-2.99670, -1.38220, 1.11540], [-4.08260, -1.29130, 1.22770], [-4.07850, 1.40720, 1.11220], [-2.51590, -1.37740, 2.09690], [-2.51050, 1.56540, 1.96890], [-3.00050, -0.96530, -1.96810], [-2.75680, -2.32340, 0.61340], [-2.99260, 1.48570, 0.99110], [-4.34160, -0.04590, -1.22870], [-2.75150, 2.37910, 0.40880], [-2.99910, 0.80450, -2.04400], [2.31300, -0.00240, 0.14950], [3.26820, -0.07150, -1.41250], [2.99800, 1.46650, 1.00310], [2.50240, -1.39490, 2.10260], [4.07150, -1.31790, 1.23660], [2.74030, -2.34050, 0.61840], [2.98520, -1.40160, 1.12200], [2.51150, 1.54840, 1.97840], [4.08270, 1.38040, 1.12960], [4.34530, -0.06620, -1.21550], [3.00820, 0.78940, -2.03460], [2.76600, 2.36210, 0.42060], [3.00320, -0.98040, -1.95940], [0.00210, -0.07970, -1.81890], [0.00330, -0.13060, -2.98820], [-1.37260, -0.07940, 3.79100], [-0.00300, 0.52350, 2.62170], [0.00310, 2.40600, 2.81690], [1.35860, -0.09150, 3.79380], [-2.40370, 0.22850, 3.54970], [-1.17930, 0.33780, 4.80100], [-1.31780, -1.18330, 3.88890], [0.00170, 2.64890, 3.89950], [0.88790, 2.87780, 2.35780], [-0.87730, 2.88320, 2.35400], [1.16590, 0.32530, 4.80300], [1.29510, -1.19490, 3.88870], [2.39190, 0.20740, 3.55590]],
  "forces_ev_per_a": [[0.0, -1.7, -0.2], [0.0, 1.7, -0.3], [0.0, 0.3, 2.4], [-2.5, 0.0, 0.2], [0.6, 0.0, -0.1], [0.7, -0.1, -0.1], [0.2, 0.1, -0.1], [0.2, -0.1, -0.1], [-0.3, -0.2, -0.2], [-0.3, 0.1, -0.2], [-0.1, 0.0, 0.1], [-0.1, 0.0, 0.1], [0.6, 0.0, -0.2], [0.2, 0.0, 0.1], [-0.1, 0.0, 0.1], [-0.1, 0.0, 0.0], [2.5, -0.1, 0.2], [-0.6, 0.0, -0.1], [-0.6, 0.0, -0.2], [0.3, -0.2, -0.2], [-0.2, 0.1, -0.1], [0.1, 0.0, 0.1], [-0.7, -0.1, -0.1], [0.3, 0.1, -0.2], [-0.2, -0.1, -0.1], [-0.2, 0.0, 0.1], [0.1, 0.0, 0.1], [0.1, 0.0, 0.1], [0.1, 0.0, 0.1], [0.0, -0.4, -6.6], [0.0, 0.2, 4.7], [-1.1, -0.6, -0.7], [0.0, 0.8, 4.2], [0.0, 0.8, -1.6], [1.1, -0.7, -0.7], [0.4, -0.4, 0.1], [0.4, 0.0, -0.7], [-0.2, 0.6, 0.0], [0.0, -0.6, -0.4], [-0.4, -0.1, 0.3], [0.4, -0.1, 0.3], [-0.4, 0.0, -0.6], [0.2, 0.5, 0.1], [-0.3, -0.3, 0.1]],
  "nbo_charge": [0.500, 0.503, 0.281, 0.991, -0.937, -0.938, 0.284, 0.286, 0.261, 0.248, 0.253, 0.267, -0.936, 0.284, 0.264, 0.250, 0.991, -0.937, -0.936, 0.261, 0.284, 0.266, -0.938, 0.248, 0.286, 0.284, 0.251, 0.264, 0.253, 0.568, -0.428, -1.152, 1.417, -1.127, -1.151, 0.245, 0.302, 0.260, 0.309, 0.256, 0.256, 0.301, 0.260, 0.244],
  "e_lumo_ev": [-9.90, -13.19],
  "homo_energy_ev": [-17.45, -18.83],
  "total_charge": 3,
  "multiplicity": 5
}


DFT total energy for the records above, in order: -2674.48415, -473.79136, -343.55945, -2166.81815 hartree